# CH9N2O

2 unconnected molecules or ions with the total composition CH9N2O at a distorted geometry (ωB97M-V/def2-TZVPD, OMol25).

Calculated values
* electronic energy: -227.42789 Ha
* energy above the lowest of the compared OMol25 structures with the same formula, charge and spin: 1.221 eV
* net charge: +2
* ⟨S²⟩: 0.75
* 2S+1: 2

Each line ends with the Mulliken charge.
Cartesian coordinates (Å):
C1 -1.13881 -0.15285 -0.41117  -0.39
H1 -0.87736 0.18384 1.55129  0.42
N1 -0.40370 0.55463 0.72136  -0.19
H2 -0.92261 -1.22871 -0.42271  0.38
H3 1.98565 -1.25330 -0.00720  0.40
N2 2.14281 -0.25269 -0.16535  -0.37
H4 2.53085 0.05427 -1.07824  0.39
H5 -0.71021 0.22490 -1.35523  0.39
H6 -0.43639 1.56460 0.55394  0.41
H7 -3.05594 -0.38522 -0.63321  0.38
H8 0.62365 0.34297 0.76390  0.19
O1 -2.42737 0.13465 -0.10142  -0.45
H9 2.68941 0.21291 0.58405  0.43



# C2H7N

C2H7N in the gas phase at a distorted geometry (ωB97M-V/def2-TZVPD, OMol25).

Calculated values
* SMILES string: CNC
* electronic energy: -135.12110 Ha
* energy above the lowest of the compared OMol25 structures with the same formula, charge and spin: 0.650 eV
* 2S+1: 1

Each line ends with the Mulliken charge.
Cartesian coordinates (Å):
N1 0.04067 0.69671 -0.04799  -0.35
H1 0.92808 0.71503 1.77061  0.33
H2 -0.32891 -1.24834 -0.91127  0.24
H3 0.69469 -1.00689 1.14147  0.27
C1 0.30500 0.01586 1.22138  -0.79
H4 0.16895 -0.01774 -2.00049  0.30
C2 -0.46268 -0.18414 -1.13136  -0.75
H5 0.83072 1.19149 -0.41087  0.25
H6 -0.67334 -0.21159 1.67069  0.27
H7 -1.50316 0.04962 -1.30218  0.23



# C3H7N2O

2 unconnected molecules or ions with the total composition C3H7N2O at a distorted geometry (ωB97M-V/def2-TZVPD, OMol25).

Calculated values
* electronic energy: -302.74291 Ha
* energy above the lowest of the compared OMol25 structures with the same formula, charge and spin: 2.288 eV
* net charge: +1
* ⟨S²⟩: 2.02
* 2S+1: 3

Each line ends with the Mulliken charge.
Cartesian coordinates (Å):
H1 -3.18236 1.46977 -0.13177  0.24
H2 -2.58179 0.14761 -0.85659  0.26
N1 3.09498 0.01279 -0.08856  -0.26
H3 3.03801 -0.81673 0.38383  0.21
H4 4.03898 0.19177 -0.48106  0.26
N2 -3.05942 0.46021 -0.06224  -0.59
O1 -0.19593 1.45516 0.47328  -0.07
C1 2.07596 0.81076 -0.13618  -0.31
H5 2.10564 1.64786 -0.74323  0.41
H6 -3.94270 0.05395 0.19681  0.24
C2 -0.42069 0.99885 -0.61887  0.06
C3 0.75844 0.34538 0.19700  0.21
H7 0.56779 -0.49269 0.85210  0.35